1.
# C47H39As2BrN9O9Ti

A structure of composition C47H39As2BrN9O9Ti at a distorted geometry (the ωB97M-V functional and the def2-TZVPD basis, OMol25).

Atoms and positions in Å:
C: -3.5478 2.9989 2.0134
H: 5.3532 2.4125 3.1532
H: -3.8611 4.8460 -0.0622
H: -3.3011 1.9653 5.7546
C: -2.5807 0.4994 2.1130
H: 2.0108 -0.1027 -3.9857
C: -0.7295 -2.3246 0.8999
H: -3.9340 3.9969 1.9404
H: 4.6613 3.2338 1.7126
H: -4.8764 -1.8614 -2.7342
C: -5.7542 3.4947 4.0839
C: -0.8118 -1.7825 -5.0269
O: 4.3070 -1.9695 -1.0128
H: -0.1238 -2.5787 0.0206
C: 1.6195 -0.8053 3.0017
C: 8.0095 -1.7764 2.5774
H: -1.7854 4.8097 -3.5963
O: 6.2677 -0.9495 -0.5340
N: -1.6472 -3.0610 2.9841
H: 8.1369 -1.5758 1.5360
N: -1.0894 -2.5561 -6.0385
C: -3.1600 -1.0250 -6.8304
N: -1.9769 -3.1186 -6.6331
N: -2.9631 4.8270 -1.9125
H: 2.1446 -0.0409 3.5448
H: 8.0019 -2.0756 -0.6791
C: -3.1534 4.3311 -0.6763
H: 2.3263 4.4237 0.0457
H: 6.4905 -3.0046 -0.2669
C: 4.7570 2.3262 2.2468
H: 3.3548 -3.5203 5.6172
N: -6.2470 3.4163 6.3952
O: 0.9236 1.2172 0.6969
C: -3.3739 0.9331 3.1442
C: 1.7391 3.4949 0.2248
H: 7.2312 -2.4838 2.7871
C: -4.1554 -0.3009 -7.5258
H: -5.7310 -2.7934 -9.2720
Br: -6.2326 0.2481 -9.3472
C: 4.5852 -2.4038 3.4776
C: -3.8318 -1.5327 -2.8019
C: -3.7921 2.2405 3.1610
C: 3.0319 0.0689 0.4976
C: -1.9840 4.3251 -2.6396
C: -3.0492 -1.9816 -3.7887
N: -2.1900 1.2723 1.0913
H: 1.4572 -1.6574 3.6692
C: -1.2973 3.1912 -2.1961
C: 4.3943 -1.3749 2.3717
C: 3.4917 -4.1089 4.6624
C: -3.2617 -0.6812 -1.8732
H: 1.0969 -1.2850 -5.9607
H: 1.2612 3.5792 1.2064
C: 1.0634 -0.5418 -3.8991
C: -2.4678 3.1831 -0.2715
C: -5.0574 2.8917 6.6349
H: -0.5124 -4.2475 1.7164
C: 6.3461 -0.2247 3.4667
O: 2.6952 2.4625 0.2706
C: 6.9432 -2.2225 -0.8723
H: 6.7225 -2.5260 -1.9331
C: -3.0917 -2.3782 -7.0062
C: 4.3048 0.1474 0.1190
H: 0.6743 -0.4658 2.6017
H: 3.7842 1.9257 2.5807
H: -2.7958 -1.6837 3.9583
H: -4.7728 2.6756 7.6532
C: -0.9359 -3.2789 1.9194
H: -6.0942 3.6564 3.0895
N: -1.2750 -1.1058 1.0502
H: 2.6502 -4.7717 4.5709
O: 6.1004 0.5754 4.3244
Ti: -0.8015 0.6199 -0.3212
H: -3.7897 -0.2174 -1.0411
C: -2.2364 -1.8405 3.0760
H: -4.1497 0.7546 -7.4525
N: -2.0152 -0.2946 -1.8938
C: -4.1664 2.5425 5.5543
H: -3.7335 0.2348 3.9187
N: -1.5680 2.5600 -1.0602
H: -2.4940 -0.4599 -6.2586
C: 0.5109 -1.3014 -5.0560
C: -4.9947 -2.3444 -8.5482
C: -5.0510 -0.9290 -8.3910
C: -4.5863 2.8081 4.2962
C: -1.6810 -1.6047 -3.8233
C: -2.7794 2.4854 0.9881
H: 8.9873 -2.1227 3.0003
O: 3.5146 -3.1709 3.5525
H: -0.5653 2.7384 -2.8535
C: -2.0240 -0.8689 2.1317
O: 7.6202 -0.5489 3.2774
O: 5.5364 -2.4576 4.2299
C: -4.1286 -3.0144 -7.7260
C: 5.3836 -0.5059 2.3314
C: -1.1659 -0.6999 -2.9223
C: -6.5601 3.7581 5.1682
As: 2.6313 -1.6056 1.4626
C: 0.1614 -0.1719 -2.9298
C: 2.1894 1.2657 0.5207
H: -7.5451 4.1536 5.0872
H: -4.1962 -4.0652 -7.8805
H: 4.4490 -4.6039 4.7703
H: -3.4419 -2.5723 -4.6058
As: 5.7392 1.1270 1.1131
C: 4.9189 -1.0748 -0.5071
O: 0.4934 0.6366 -1.8822
H: 1.0454 3.2991 -0.5358

The HOMO-LUMO gap (spin up / spin down) comes out at 3.861 / 3.865 eV. The total charge is +3. The LUMO energy (spin up / spin down) comes out at -10.301 / -10.355 eV. The energy above the lowest of the compared OMol25 structures with the same formula, charge and spin comes out at 44.3 kcal/mol.

Atomic partial charges in e from the Mulliken method, atoms 1 to 4: atom 1 (C): -0.549, atom 2 (H): 0.484, atom 3 (H): 0.501, atom 4 (H): 0.555

=====

2.
# C22H17ClN3Pt

A structure of composition C22H17ClN3Pt (the ωB97M-V functional and the def2-TZVPD basis, OMol25).

Atoms and positions in Å:
H: -5.1751 -1.0300 -2.1424
H: 3.1383 -3.3221 2.4319
C: -0.8398 -4.3973 1.4796
C: -2.1013 -1.7374 -0.9518
C: -0.0388 1.0204 -5.0002
C: 0.8230 -2.7491 1.0134
C: 1.1595 -0.4305 -3.4476
C: 3.1630 -2.3813 1.9000
C: 0.5958 -1.5927 -4.0972
Pt: 0.5342 -0.6641 -0.8566
C: 2.1010 -1.9932 1.1164
C: 3.1655 0.0183 0.5795
H: 1.1160 -4.3821 2.3799
H: -3.9689 -2.7761 -0.8602
H: -2.7262 -4.1621 0.4666
H: 0.8706 -2.5798 -3.7450
H: 2.7398 -1.4209 -2.3220
H: -0.2975 1.9917 -5.4004
C: 2.1272 -0.5383 -2.4641
C: -1.3182 -2.6221 -0.0439
C: -0.5399 -0.1434 -5.6319
C: -3.4404 -1.9048 -1.2209
H: 2.6104 0.3960 -2.1752
C: 0.4403 -3.8923 1.6932
C: -1.7310 -3.7669 0.6131
C: 4.2463 -0.3060 1.3849
H: 3.1161 0.9660 0.0589
N: -1.4238 -0.6414 -1.4241
C: 4.2611 -1.5315 2.0247
C: -0.2266 -1.4511 -5.1636
N: 2.1298 -0.8066 0.4276
H: 5.1067 -1.8230 2.6337
H: -1.4983 1.1621 -2.4157
C: -3.4357 0.2087 -2.3553
N: -0.0715 -2.1787 0.1933
C: -4.1181 -0.9199 -1.9381
Cl: -1.5189 0.0165 -6.9757
C: -2.0785 0.3076 -2.0912
H: -0.6309 -2.3036 -5.6929
H: 1.1964 1.7582 -3.4413
H: -1.1510 -5.2925 2.0020
C: 0.7759 0.8817 -3.9221
H: -3.9367 1.0096 -2.8807
H: 5.0608 0.3966 1.4925

The HOMO-LUMO gap comes out at 6.278 eV. The total charge is +3. The LUMO energy comes out at -12.163 eV. The energy above the lowest of the compared OMol25 structures with the same formula, charge and spin comes out at 3.2 kcal/mol.

Atomic partial charges in e from the Mulliken method, atoms 1 to 4: atom 1 (H): 0.493, atom 2 (H): 0.418, atom 3 (C): -0.870, atom 4 (C): 0.827

=====

3.
# C5H9O4P2

The ion C5H9O4P2 with charge -1 at a distorted geometry (the ωB97M-V functional and the def2-TZVPD basis, OMol25).

Atoms and positions in Å:
O: -2.0773 -3.0955 -1.8099
H: 0.8461 -0.6421 -1.0965
O: -2.6425 -0.7007 -2.6782
H: -0.4564 2.7186 1.2442
C: -1.1514 0.6056 1.6880
C: -0.6920 1.7389 0.8590
C: 0.4852 1.0804 0.0575
C: -0.2551 -2.6349 0.4785
P: -1.7149 -1.8197 -2.4535
H: -0.1697 -2.6043 1.5358
C: -0.0574 -0.0668 -0.8304
H: -1.5383 2.0374 0.2418
O: -1.3582 0.4698 2.8569
O: -0.3913 -1.7159 -3.1226
H: 0.5506 -2.9504 -0.1584
H: -0.5587 0.1941 -1.7533
H: 0.9187 1.8634 -0.5246
P: -1.2791 -1.1922 -0.0665
H: -0.9258 -3.5011 0.4044
H: 1.1620 0.7183 0.7901

The HOMO-LUMO gap comes out at 7.367 eV. The total charge is -1. The LUMO energy comes out at 3.111 eV.

Atomic partial charges in e from the Mulliken method, atoms 1 to 4: atom 1 (O): -0.624, atom 2 (H): 0.410, atom 3 (O): -0.633, atom 4 (H): 0.377